(i)
Entry from the Open Molecules 2025 dataset: a cluster of 4 separate species, C2H12N2O3 in total (ωB97M-V/def2-TZVPD).

- Kohn-Sham gap (spin up / spin down) (Eh) = 0.1013 / 0.2818
- lowest unoccupied orbital energy (spin up / spin down) (eV) = 3.6 / 3.5
- highest occupied orbital energy (spin up / spin down) (Eh) = 0.0318 / -0.1538

ORCA input file:
```
! RIJCOSX wB97M-V def2-TZVPD def2/J DEFGRID3
* xyz -1 2
C 0.395 -1.754 -0.150
C 1.121 -0.963 0.637
N 2.130 -1.491 1.510
N -0.483 -1.265 -1.159
H 0.641 -2.811 -0.230
H 0.914 0.100 0.709
H 2.547 -0.757 2.061
H 1.782 -2.198 2.140
H -1.095 -0.549 -0.768
H -1.031 -2.014 -1.571
H -1.622 0.745 1.372
H -1.694 0.806 2.818
O -2.305 0.800 2.064
H -0.522 1.178 -3.536
H -1.269 0.940 -2.183
O -0.861 1.630 -2.748
H 0.968 3.090 0.000
H 0.055 2.145 -0.935
O 0.330 2.370 -0.031
*
```

(ii)
Entry from the Open Molecules 2025 dataset: a cluster of 4 separate species, C2H12N2O3 in total (ωB97M-V/def2-TZVPD).

- Kohn-Sham gap (spin up / spin down) (Eh) = 0.0869 / 0.3527
- lowest unoccupied orbital energy (spin up / spin down) (eV) = 3.2 / 3.1
- highest occupied orbital energy (spin up / spin down) (Eh) = 0.0291 / -0.2399

ORCA input file:
```
! RIJCOSX wB97M-V def2-TZVPD def2/J DEFGRID3
* xyz -1 2
C 0.137 1.497 0.302
N 1.849 -0.787 0.484
C 2.270 0.545 0.509
N 1.590 1.592 0.351
H -0.266 2.502 0.405
H -0.215 1.122 -0.662
H -0.281 0.862 1.084
H 0.871 -0.963 0.712
H 2.498 -1.426 0.911
H 3.343 0.613 0.688
H -3.899 0.545 0.022
H -3.554 0.336 1.516
O -3.250 0.099 0.606
H 0.700 -0.581 -2.961
H 1.183 -0.861 -1.529
O 0.514 -1.110 -2.188
H -1.775 -0.955 0.235
H -0.714 -1.488 -0.697
O -1.000 -1.543 0.211
*
```

The most stable arrangement is (ii), and the next structure is 0.0388 hartree less stable.

(i)
Entry from the Open Molecules 2025 dataset: the molecule CHNO2S (ωB97M-V/def2-TZVPD).

- Kohn-Sham gap (spin up / spin down) (Eh) = 0.2898 / 0.2978
- lowest unoccupied orbital energy (spin up / spin down) (eV) = -1.1 / -1.4
- highest occupied orbital energy (spin up / spin down) (Eh) = -0.3315 / -0.3504

ORCA input file:
```
! RIJCOSX wB97M-V def2-TZVPD def2/J DEFGRID3
* xyz 0 1
C 0.819 0.167 -0.205
N 0.392 -1.003 0.181
O -0.797 -1.320 0.118
O -1.629 0.492 -0.422
S -0.532 1.281 0.188
H 1.748 0.383 0.139
*
```

(ii)
Entry from the Open Molecules 2025 dataset: a cluster of 2 separate species, CHNO2S in total (ωB97M-V/def2-TZVPD).

- Kohn-Sham gap (spin up / spin down) (Eh) = 0.3301 / 0.2634
- lowest unoccupied orbital energy (spin up / spin down) (eV) = -0.7 / -1.0
- highest occupied orbital energy (spin up / spin down) (Eh) = -0.3547 / -0.3017

ORCA input file:
```
! RIJCOSX wB97M-V def2-TZVPD def2/J DEFGRID3
* xyz 0 1
C -0.922 -0.686 0.462
N 0.928 0.811 -0.518
O 1.113 1.799 0.069
O 1.592 0.010 -1.150
S -2.168 -1.166 -0.374
H -0.543 -0.769 1.510
*
```

The most stable arrangement is (i), and the next structure is 0.0362 hartree less stable.